No. 1
A molecular structure, C34H36Cl5FeN6OSbSe, computed with wB97M-V/def2-TZVPD.

Last column: Löwdin charge in e.
Cartesian coordinates (Å):
Fe: -1.5934 -0.5016 -0.8590  0.288
C: -0.8395 0.2199 -4.9102  -0.022
C: -1.3699 0.1594 -3.5175  -0.308
N: -0.7573 -0.4010 -2.5301  -0.093
N: 0.4479 -0.9976 -2.6659  0.112
C: 0.7749 -1.5456 -1.4859  -0.427
O: 0.0880 -1.4394 -0.4293  -0.102
C: 2.0283 -2.3391 -1.4350  -0.158
C: 2.2490 -3.1751 -0.3462  -0.032
C: 3.4226 -3.9071 -0.2564  -0.079
C: 4.3837 -3.8015 -1.2529  -0.086
C: 4.1631 -2.9706 -2.3443  -0.079
C: 2.9861 -2.2462 -2.4402  -0.033
C: -2.6955 0.6555 -3.1473  -0.190
C: -3.5663 1.2738 -4.0383  0.004
C: -4.8155 1.6730 -3.5988  -0.050
C: -5.1766 1.4430 -2.2800  -0.045
C: -4.2613 0.8211 -1.4490  -0.094
N: -3.0526 0.4436 -1.8606  0.055
H: 0.1643 -0.1948 -4.9300  0.070
H: -0.8138 1.2467 -5.2843  0.082
H: -1.4726 -0.3650 -5.5828  0.086
H: 1.4898 -3.2365 0.4225  0.114
H: 3.5896 -4.5578 0.5926  0.104
H: 5.3028 -4.3691 -1.1816  0.100
H: 4.9117 -2.8888 -3.1219  0.101
H: 2.7992 -1.5966 -3.2842  0.106
H: -3.2627 1.4271 -5.0645  0.113
H: -5.5054 2.1521 -4.2810  0.111
H: -6.1458 1.7305 -1.8986  0.108
H: -4.4917 0.6072 -0.4116  0.106
Cl: -2.7153 -1.1467 1.2478  0.780
C: -3.0419 -2.4752 0.1551  -0.632
C: -2.4947 -2.2431 -1.0967  -0.217
C: -2.7398 -3.2384 -2.0291  -0.647
Cl: -2.1453 -3.0600 -3.6567  0.699
C: -3.4650 -4.3930 -1.7110  -0.700
Cl: -3.7409 -5.6113 -2.8993  0.667
C: -3.9771 -4.5697 -0.4251  -0.708
Cl: -4.8704 -5.9874 -0.0223  0.669
C: -3.7676 -3.5850 0.5378  -0.707
Cl: -4.3858 -3.7382 2.1369  0.683
C: 0.7671 3.7073 2.7825  -0.154
C: 1.1120 2.4436 3.5650  -0.594
C: 0.0683 2.1708 4.6437  -0.160
Sb: 1.2644 0.7435 2.2049  1.527
C: 3.0893 1.4698 1.2440  -0.580
C: 4.2073 1.8867 2.1927  -0.142
C: 3.5599 0.5049 0.1592  -0.154
C: 2.0687 -0.6561 3.6761  -0.580
C: 3.1977 -1.5244 3.1320  -0.151
C: 0.9110 -1.5414 4.1391  -0.179
H: 0.6661 4.5699 3.4493  0.079
H: -0.1866 3.5896 2.2557  0.038
H: 1.5281 3.9529 2.0381  0.061
H: 2.0891 2.5657 4.0384  0.072
H: -0.9280 2.0721 4.2019  0.048
H: 0.0296 2.9904 5.3687  0.076
H: 0.2756 1.2523 5.1962  0.053
H: 2.7251 2.3723 0.7379  0.063
H: 4.5080 1.0770 2.8598  0.057
H: 3.9156 2.7331 2.8158  0.057
H: 5.0953 2.1871 1.6259  0.075
H: 3.8718 -0.4597 0.5654  0.061
H: 4.4148 0.9208 -0.3844  0.077
H: 2.7673 0.3066 -0.5649  0.050
H: 2.4295 -0.0635 4.5226  0.082
H: 2.8950 -2.0379 2.2166  0.052
H: 3.4663 -2.2956 3.8621  0.078
H: 4.0986 -0.9561 2.9036  0.050
H: 0.5060 -2.1157 3.3013  0.066
H: 0.0844 -0.9658 4.5612  0.052
H: 1.2474 -2.2525 4.9004  0.074
Se: -3.3471 3.1005 2.1378  1.134
N: -2.9449 4.3030 0.9061  -0.221
C: -2.1106 3.7140 0.0762  -0.403
C: -1.4940 4.3377 -1.0486  0.009
C: -0.6059 3.6036 -1.7462  -0.022
C: -0.3601 2.2340 -1.3994  -0.098
N: -0.9318 1.5828 -0.4277  0.079
C: -1.7832 2.3318 0.3646  -0.485
N: -2.3436 1.8250 1.4398  -0.247
H: -1.7339 5.3636 -1.2931  0.123
H: -0.0756 4.0181 -2.5928  0.112
H: 0.3488 1.6669 -1.9923  0.117

**Kohn-Sham gap**: 6.01 eV

=====

No. 2
2 unconnected molecules or ions with the total composition C4H12O at a distorted geometry, computed with wB97M-V/def2-TZVPD.

Last column: Löwdin charge in e.
Cartesian coordinates (Å):
C: -0.7882 1.5499 -1.1266  -0.100
C: -0.8946 0.2686 -0.2757  -0.267
C: 0.1323 0.2690 0.8604  -0.296
C: -0.1283 -0.8288 1.8790  -0.128
H: -0.4957 1.2943 -2.1485  0.064
H: 0.0671 2.1543 -0.8273  0.064
H: -1.7254 2.0882 -1.1531  0.061
H: -0.6125 -0.5670 -0.9079  0.078
H: -1.8816 0.0246 0.1074  0.103
H: 0.1376 1.2229 1.3979  0.105
H: 1.1337 0.1384 0.4387  0.088
H: -1.0766 -0.6709 2.3903  0.071
H: 0.6531 -1.0167 2.6121  0.065
H: -0.2350 -1.8034 1.4063  0.067
H: 1.8550 -1.5685 -0.7752  0.035
H: 2.2885 -1.0533 -2.1771  0.049
O: 1.5709 -1.5016 -1.7007  -0.061

**Kohn-Sham gap**: 11.81 eV

=====

One value per record, in order, for energy above the lowest of the compared OMol25 structures with the same formula, charge and spin: 0.081 0.224 eV.